{"formula": "C17H23N2O8RuS2Si", "method": "the ωB97M-V functional and the def2-TZVPD basis", "spin_multiplicity": 2, "homo_lumo_gap_ev": [7.574, 7.835], "e_above_lowest_kcal_mol": 44.4, "lumo_ha": [-0.047, -0.034], "symbols": ["Ru", "O", "S", "O", "O", "C", "C", "C", "C", "C", "C", "S", "O", "O", "O", "H", "H", "H", "H", "C", "C", "O", "N", "C", "C", "C", "C", "C", "C", "N", "H", "H", "H", "H", "H", "H", "H", "H", "H", "H", "C", "Si", "C", "C", "O", "H", "H", "H", "H", "H", "H", "H", "H", "H"], "xyz": [[0.343946, 0.062052, 0.426772], [-1.424304, -1.086305, -0.502667], [-2.301843, -0.893573, 0.672466], [-3.119677, -2.018813, 1.000990], [-1.446820, -0.405594, 1.775802], [-3.414784, 0.408395, 0.174171], [-4.763856, 0.179493, 0.395950], [-5.707327, 1.106087, -0.023712], [-5.305182, 2.254048, -0.683389], [-3.956895, 2.492707, -0.903883], [-3.005749, 1.574556, -0.481074], [-1.302064, 2.103067, -0.632718], [-0.499611, 1.170855, -1.453242], [-1.352735, 3.429721, -1.170830], [-0.770246, 2.014508, 0.754912], [-5.046101, -0.735842, 0.896067], [-6.756662, 0.924131, 0.167138], [-6.041521, 2.974947, -1.012838], [-3.612510, 3.392806, -1.391191], [0.182456, -2.124322, -2.943677], [1.129935, -1.461778, -1.998908], [1.136892, -1.734950, -0.782774], [2.038748, -0.619488, -2.505541], [2.944994, 0.063547, -1.599920], [2.493838, 1.458348, -1.275766], [2.602117, 2.488015, -2.194255], [2.192964, 3.757690, -1.829254], [1.761219, 3.971473, -0.531465], [1.685848, 2.895805, 0.328522], [2.003330, 1.648723, -0.044922], [-0.822019, -1.805772, -2.665346], [0.239596, -3.200809, -2.789289], [0.388155, -1.883035, -3.984502], [1.893934, -0.240107, -3.427181], [3.945293, 0.080165, -2.032225], [2.964696, -0.514262, -0.678390], [3.013743, 2.294405, -3.177043], [2.225535, 4.571742, -2.541286], [1.461549, 4.952911, -0.194139], [1.369734, 3.019449, 1.353491], [1.516014, -1.901281, 4.299246], [1.561289, -2.128158, 2.432218], [3.170658, -3.028696, 2.033661], [0.159635, -3.252906, 1.875915], [1.616251, -0.635219, 1.754197], [1.485000, -2.863883, 4.815148], [0.634306, -1.319293, 4.578133], [2.406458, -1.355530, 4.620072], [3.189458, -3.999626, 2.534578], [4.034511, -2.447425, 2.365303], [3.249205, -3.189586, 0.954579], [0.508595, -4.278476, 1.740754], [-0.230689, -2.913640, 0.915686], [-0.669304, -3.251280, 2.585656]], "forces_ev_per_angstrom": [[1.27, 0.95, -0.84], [0.27, 0.22, 0.39], [-0.53, -0.59, 0.34], [-0.13, 0.03, 0.02], [0.26, -0.14, -0.22], [0.02, -0.02, -0.03], [0.14, 0.03, 0.00], [-0.02, 0.02, -0.01], [-0.09, -0.03, 0.04], [0.15, -0.08, -0.05], [0.06, 0.04, 0.13], [-0.25, 0.60, -0.38], [0.00, -0.39, 0.55], [-0.02, 0.05, 0.11], [0.36, -0.91, 0.17], [-0.06, 0.01, -0.02], [0.00, 0.00, -0.02], [0.03, 0.01, -0.02], [-0.08, 0.03, 0.01], [-0.07, 0.06, 0.08], [0.19, -0.41, -0.06], [-0.26, 0.53, 0.26], [-0.09, 0.21, 0.14], [0.08, -0.02, -0.08], [0.19, 0.07, 0.13], [0.15, 0.04, 0.03], [0.00, -0.01, -0.02], [0.12, 0.08, 0.03], [0.26, 0.01, 0.23], [-0.75, -0.51, -0.34], [-0.01, -0.01, -0.02], [0.01, 0.00, 0.00], [0.00, -0.01, 0.00], [0.02, -0.15, -0.06], [-0.01, 0.03, -0.06], [0.16, -0.01, 0.00], [-0.03, -0.01, 0.00], [0.01, 0.00, 0.02], [0.00, -0.02, 0.03], [-0.15, -0.04, -0.05], [-0.07, 0.06, -0.31], [0.30, -0.82, 0.70], [-0.16, 0.31, -0.11], [-0.09, 0.40, -0.09], [-1.31, 0.63, -0.76], [0.00, 0.03, 0.02], [0.02, -0.04, 0.07], [-0.03, -0.02, 0.07], [0.02, 0.01, -0.02], [0.02, -0.05, -0.03], [0.06, -0.05, 0.04], [0.06, 0.02, 0.07], [-0.03, -0.15, -0.02], [0.01, 0.00, -0.02]], "mulliken_charge": [1.727, -0.397, 1.602, -0.689, -0.586, -0.478, -0.530, -0.598, -0.595, -0.546, -0.453, 1.839, -0.544, -0.711, -0.776, 0.540, 0.394, 0.396, 0.558, -1.300, 0.924, -0.510, -0.002, -1.229, 1.100, -0.805, -0.316, -0.759, -0.240, -0.063, 0.236, 0.307, 0.390, 0.262, 0.538, 0.184, 0.428, 0.419, 0.435, 0.417, -1.163, 0.713, -1.138, -0.895, -0.736, 0.322, 0.274, 0.277, 0.374, 0.278, 0.210, 0.466, 0.107, 0.342]}


{"formula": "C2H4ClNO2", "method": "the ωB97M-V functional and the def2-TZVPD basis", "smiles": "O=[N+]([O-])CCCl", "homo_lumo_gap_ev": 10.835, "e_above_lowest_kcal_mol": 86.2, "lumo_ha": -0.005, "symbols": ["O", "N", "O", "C", "C", "Cl", "H", "H", "H", "H"], "xyz": [[1.303995, -1.500323, 0.021347], [1.140106, -0.449019, -0.582994], [2.056910, 0.188525, -1.076916], [-0.253484, -0.009514, -0.683717], [-0.574129, 0.380802, 0.970673], [-2.210051, 0.071017, 1.440848], [-0.437316, 0.863087, -1.263753], [-0.815002, -0.963069, -1.105372], [-0.368399, 1.517997, 0.743156], [0.157370, -0.099505, 1.536727]], "forces_ev_per_angstrom": [[-0.10, 0.37, -0.17], [1.49, -0.70, -0.52], [-0.80, 0.19, 0.14], [-2.03, -2.66, 2.42], [0.07, 2.91, -5.45], [-0.20, -0.05, 0.17], [0.37, 0.46, -0.59], [0.94, 2.15, 1.15], [-0.54, -2.02, 1.71], [0.80, -0.67, 1.13]], "mulliken_charge": [-0.487, 0.805, -0.541, -0.558, -0.348, -0.146, 0.378, 0.288, 0.273, 0.338]}


{"formula": "C30H59B3N8O9", "method": "the ωB97M-V functional and the def2-TZVPD basis", "homo_lumo_gap_ev": 9.072, "lumo_ha": 0.018, "symbols": ["C", "C", "N", "C", "B", "O", "B", "C", "C", "C", "N", "O", "B", "C", "C", "C", "C", "C", "C", "O", "H", "H", "H", "H", "H", "H", "H", "H", "H", "H", "H", "H", "H", "H", "H", "H", "H", "C", "C", "O", "N", "C", "H", "H", "H", "H", "H", "H", "H", "C", "C", "O", "N", "C", "H", "H", "H", "H", "H", "H", "H", "C", "C", "O", "N", "C", "H", "H", "H", "H", "H", "H", "H", "C", "C", "O", "N", "C", "H", "H", "H", "H", "H", "H", "H", "C", "C", "O", "N", "C", "H", "H", "H", "H", "H", "H", "H", "C", "C", "O", "N", "C", "H", "H", "H", "H", "H", "H", "H"], "xyz": [[2.705482, 1.598130, 1.787202], [2.556325, 1.387024, 0.300354], [3.513556, 1.043989, -0.460271], [1.184176, 1.590823, -0.284818], [0.928570, 3.075094, -0.709761], [1.821695, 4.093736, -0.372630], [1.165756, 5.074724, 0.375203], [1.863977, 5.561449, 1.700340], [1.456904, 6.895116, 2.288521], [2.606917, 7.729426, 2.791684], [0.232956, 7.218311, 2.362280], [-0.078676, 5.489116, -0.056397], [-0.870166, 4.414126, -0.454924], [-2.277280, 4.173788, 0.121044], [-3.195440, 3.310321, -0.487936], [-4.439662, 3.082119, 0.078486], [-4.768230, 3.715588, 1.274729], [-3.874477, 4.576912, 1.897898], [-2.634116, 4.809213, 1.317889], [-0.254002, 3.482922, -1.311102], [3.578246, 2.212838, 2.009964], [1.813137, 2.055847, 2.217386], [2.825105, 0.615366, 2.248519], [4.372442, 0.953351, 0.082658], [0.439642, 1.395944, 0.499145], [0.978417, 0.875211, -1.080519], [2.932461, 5.602964, 1.460152], [1.778332, 4.784282, 2.466188], [2.270648, 8.555422, 3.413743], [3.181459, 8.085050, 1.932260], [3.256661, 7.086270, 3.387283], [0.144393, 8.129393, 2.811706], [-2.915188, 2.802954, -1.404764], [-5.160238, 2.405866, -0.367610], [-5.733405, 3.525267, 1.728831], [-4.119160, 5.060583, 2.834058], [-1.923240, 5.478458, 1.792883], [0.784421, -3.150532, 0.793123], [2.138094, -2.481099, 0.708924], [2.456798, -1.581646, 1.475708], [2.984841, -2.909668, -0.250504], [2.782010, -3.956114, -1.242220], [0.231431, -2.692028, 1.607092], [0.226899, -3.018205, -0.134788], [0.891072, -4.217590, 0.990582], [3.863729, -2.416128, -0.258407], [3.536532, -4.731154, -1.138904], [2.857364, -3.521089, -2.242055], [1.802602, -4.407122, -1.126947], [2.033856, -8.368817, -1.863987], [3.390774, -7.716745, -2.006423], [3.750500, -6.819005, -1.256556], [4.195013, -8.162289, -2.998324], [3.937526, -9.203763, -3.978050], [1.520532, -7.900620, -1.029916], [1.439836, -8.234624, -2.768572], [2.133239, -9.436016, -1.664652], [5.085569, -7.691628, -3.040523], [4.683136, -9.993676, -3.892550], [4.004036, -8.794530, -4.983484], [2.951637, -9.632081, -3.827333], [-7.168686, 4.849748, 5.422554], [-6.546631, 3.609596, 4.821099], [-5.340233, 3.453938, 4.764351], [-7.391323, 2.661562, 4.329942], [-8.839373, 2.674626, 4.302712], [-6.365710, 5.497418, 5.759536], [-7.768498, 5.382997, 4.684141], [-7.801456, 4.596369, 6.273881], [-6.914160, 1.864065, 3.939528], [-9.242814, 1.825314, 4.857286], [-9.204651, 2.616618, 3.275781], [-9.216770, 3.587670, 4.750483], [7.063002, -7.862474, -8.176466], [5.878760, -8.619660, -7.622107], [5.898704, -9.120825, -6.508917], [4.779205, -8.725790, -8.412992], [4.578943, -8.197779, -9.748484], [7.848263, -7.871504, -7.427634], [7.435587, -8.333209, -9.086635], [6.796415, -6.828783, -8.398640], [4.026048, -9.245008, -7.990403], [3.733600, -7.508280, -9.765557], [4.375987, -9.005313, -10.453496], [5.463646, -7.665576, -10.080007], [-8.491501, -0.048581, -1.906600], [-7.123452, 0.590012, -1.838689], [-6.905919, 1.576530, -1.153635], [-6.131182, 0.025261, -2.573776], [-6.202817, -1.136275, -3.437364], [-9.159628, 0.520879, -1.268694], [-8.878045, -0.035432, -2.926073], [-8.458538, -1.080567, -1.555747], [-5.244507, 0.497183, -2.487357], [-5.514946, -1.911103, -3.095063], [-5.935190, -0.869621, -4.461002], [-7.207846, -1.544028, -3.439145], [4.325509, 4.863235, 6.921163], [3.156269, 5.161259, 6.009848], [2.761503, 6.299221, 5.817023], [2.547299, 4.105664, 5.407807], [2.870079, 2.695631, 5.516821], [4.690295, 5.805435, 7.317366], [4.020991, 4.223328, 7.749827], [5.131099, 4.371412, 6.374896], [1.769075, 4.371489, 4.824047], [3.117474, 2.280031, 4.538820], [2.021714, 2.138892, 5.917760], [3.718979, 2.553596, 6.176903]], "forces_ev_per_angstrom": [[-0.11, -0.06, 0.00], [0.17, -0.15, -0.21], [-0.14, 0.02, 0.03], [0.15, -0.15, 0.24], [0.36, 0.42, -1.06], [-0.35, -0.53, 0.99], [0.16, 0.47, -0.38], [0.32, 0.59, -0.54], [-0.10, -0.04, 0.20], [-0.06, -0.32, -0.10], [0.04, -0.09, 0.07], [-0.09, -0.60, 0.82], [0.16, 0.32, -0.94], [-0.22, 0.25, -0.02], [0.06, -0.09, 0.10], [0.00, -0.02, 0.21], [0.01, 0.06, 0.05], [0.18, 0.00, -0.11], [-0.04, -0.01, -0.10], [-0.39, -0.49, 0.93], [0.00, 0.02, -0.01], [0.07, 0.10, 0.03], [0.01, 0.02, 0.00], [0.03, 0.01, -0.01], [-0.09, -0.03, -0.09], [0.08, 0.10, -0.13], [0.03, -0.14, 0.14], [-0.10, -0.07, -0.05], [0.02, 0.09, -0.08], [0.04, 0.12, 0.08], [0.05, 0.13, 0.06], [-0.04, 0.01, 0.01], [0.01, 0.03, -0.01], [0.16, 0.18, -0.05], [0.00, 0.00, 0.01], [-0.11, -0.10, 0.02], [-0.03, 0.04, -0.05], [0.00, 0.05, 0.06], [0.00, 0.04, -0.05], [-0.05, -0.01, 0.12], [-0.08, -0.08, 0.01], [0.31, 0.42, 0.03], [0.02, 0.02, 0.01], [0.00, -0.06, -0.01], [-0.02, -0.02, -0.05], [-0.01, 0.02, -0.03], [-0.14, 0.01, 0.00], [-0.11, -0.08, -0.04], [0.00, -0.03, 0.02], [0.00, 0.04, 0.05], [0.02, -0.01, 0.02], [0.01, -0.25, -0.02], [-0.04, -0.03, -0.01], [0.09, 0.16, 0.10], [0.03, 0.02, 0.01], [0.00, -0.06, -0.01], [-0.03, -0.02, -0.05], [0.01, -0.01, -0.02], [-0.03, -0.05, -0.05], [-0.01, -0.08, -0.05], [-0.01, 0.01, 0.03], [0.06, 0.00, 0.01], [-0.02, 0.00, -0.04], [0.03, 0.04, 0.04], [-0.04, 0.02, 0.02], [0.14, -0.13, -0.08], [0.03, -0.02, -0.01], [-0.04, -0.01, 0.03], [-0.05, 0.02, -0.02], [0.00, 0.00, -0.02], [-0.04, 0.04, 0.03], [-0.04, 0.05, 0.01], [-0.01, 0.01, 0.01], [0.01, -0.02, 0.06], [0.06, 0.01, -0.01], [-0.02, 0.02, -0.03], [0.01, 0.04, -0.02], [-0.12, -0.11, 0.12], [-0.01, -0.02, 0.03], [-0.01, 0.04, -0.03], [0.01, 0.00, -0.05], [0.00, -0.02, -0.01], [0.03, 0.05, -0.03], [0.04, 0.02, -0.04], [0.01, 0.01, -0.01], [0.00, 0.04, 0.04], [0.01, 0.03, 0.01], [-0.23, -0.15, -0.06], [-0.02, -0.05, -0.03], [0.15, 0.13, 0.05], [0.02, 0.03, 0.01], [0.00, -0.06, 0.00], [-0.02, -0.02, -0.05], [0.00, 0.01, 0.00], [-0.04, -0.05, 0.00], [-0.05, -0.03, -0.03], [-0.01, -0.01, -0.01], [-0.01, 0.06, -0.01], [-0.07, -0.05, 0.01], [0.06, 0.04, -0.01], [0.07, -0.04, -0.02], [-0.15, 0.10, -0.10], [-0.02, 0.02, -0.01], [0.03, -0.04, -0.02], [0.00, -0.05, 0.03], [-0.04, 0.00, 0.04], [0.05, -0.02, 0.03], [0.03, -0.03, 0.04], [0.01, -0.01, 0.01]], "mulliken_charge": [-1.482, 1.393, -0.885, -1.295, 0.089, -0.356, 0.491, -0.338, 0.542, -1.309, -0.503, -0.222, 0.472, 0.008, -0.390, -0.142, -0.549, -0.651, -0.297, -0.260, 0.392, 0.232, 0.545, 0.296, 0.346, 0.487, 0.259, -0.011, 0.447, 0.312, 0.231, 0.246, 0.346, 0.400, 0.384, 0.408, 0.371, -1.403, 0.817, -0.642, -0.074, -0.905, 0.302, 0.363, 0.383, 0.218, 0.413, 0.287, 0.252, -1.308, 0.791, -0.689, -0.138, -0.789, 0.282, 0.362, 0.389, 0.225, 0.260, 0.225, 0.342, -1.449, 0.859, -0.629, -0.140, -0.848, 0.324, 0.371, 0.412, 0.236, 0.289, 0.276, 0.322, -1.334, 0.799, -0.610, -0.148, -0.846, 0.292, 0.372, 0.375, 0.222, 0.290, 0.288, 0.322, -1.417, 0.893, -0.664, -0.127, -0.879, 0.301, 0.377, 0.366, 0.173, 0.286, 0.294, 0.332, -1.415, 0.904, -0.635, -0.089, -0.814, 0.332, 0.373, 0.354, 0.178, 0.186, 0.290, 0.384]}